(1)
# C25H38N4O4S

The molecule C25H38N4O4S (ωB97M-V with the def2-TZVPD basis set, the OMol25 dataset).

```
72
Properties=species:S:1:pos:R:3:nbo_charge:R:1
C 4.814 0.574 -1.116 -0.607
H 5.587 -0.066 -1.535 0.209
C 4.646 0.297 0.373 -0.394
C 3.490 1.073 1.002 -0.401
H 2.577 0.904 0.429 0.204
C 3.738 2.582 1.074 -0.210
N 2.613 3.246 1.701 -0.471
C 2.661 3.279 3.147 -0.219
H 3.317 2.476 3.488 0.205
C 1.259 3.020 3.731 -0.231
N 0.646 1.906 3.055 -0.610
C 0.829 0.638 3.451 0.671
O 1.299 0.309 4.531 -0.667
C 0.368 -0.398 2.468 -0.307
C 0.457 -1.690 2.883 0.143
N 0.124 -2.769 2.149 -0.351
C -0.320 -2.597 0.859 0.199
C -0.671 -3.688 0.047 -0.253
C -1.115 -3.483 -1.240 -0.154
C -1.203 -2.195 -1.752 -0.381
C -0.846 -1.116 -0.985 -0.066
C -0.419 -1.294 0.334 -0.180
C -0.106 -0.096 1.134 0.519
O -0.262 1.031 0.668 -0.625
H -0.875 -0.114 -1.385 0.253
S -1.810 -1.963 -3.431 2.327
O -1.107 -0.863 -4.017 -0.931
O -1.778 -3.242 -4.076 -0.942
N -3.412 -1.520 -3.326 -0.651
C -4.286 -2.468 -2.675 -0.238
H -3.866 -3.467 -2.779 0.230
H -5.258 -2.439 -3.177 0.204
C -4.414 -1.987 -1.220 -0.428
H -5.403 -2.202 -0.819 0.218
H -3.677 -2.486 -0.589 0.209
C -4.134 -0.476 -1.292 -0.432
H -5.023 0.106 -1.057 0.217
H -3.351 -0.190 -0.591 0.219
C -3.694 -0.223 -2.749 -0.240
H -2.810 0.403 -2.845 0.235
H -4.506 0.233 -3.323 0.205
H -1.382 -4.309 -1.879 0.249
H -0.595 -4.696 0.420 0.224
C 0.253 -4.091 2.719 -0.403
H 0.623 -4.006 3.738 0.227
H 0.958 -4.692 2.141 0.211
H -0.714 -4.597 2.740 0.210
H 0.822 -1.867 3.887 0.245
H 0.401 2.051 2.078 0.444
H 1.339 2.781 4.793 0.228
H 0.615 3.893 3.601 0.192
H 3.054 4.231 3.540 0.176
C 2.192 4.481 1.072 -0.202
C 1.382 4.199 -0.196 -0.404
C 0.749 5.466 -0.764 -0.390
C -0.050 5.175 -2.028 -0.598
H -0.506 6.084 -2.414 0.205
H -0.838 4.455 -1.818 0.202
H 0.594 4.758 -2.799 0.202
H 0.091 5.910 -0.013 0.191
H 1.532 6.195 -0.988 0.192
H 0.605 3.472 0.042 0.215
H 2.026 3.751 -0.955 0.193
H 1.556 5.021 1.776 0.190
H 3.049 5.136 0.832 0.166
H 3.847 2.975 0.063 0.196
H 4.681 2.779 1.612 0.169
H 3.319 0.697 2.014 0.201
H 4.465 -0.772 0.514 0.197
H 5.574 0.544 0.896 0.193
H 5.100 1.607 -1.292 0.199
H 3.883 0.379 -1.645 0.204
```

energy above the lowest of the compared OMol25 structures with the same formula, charge and spin = 7.0 kcal/mol
highest occupied orbital energy = -8.120 eV
SMILES = CCCCN(CCCC)CCNC(=O)c1cn(C)c2ccc(S(=O)(=O)N3CCCC3)cc2c1=O
gap between HOMO and LUMO = 7.90 eV
spin multiplicity = 1

(2)
# C25H38OsP2

C25H38OsP2 as an isolated structure (ωB97M-V with the def2-TZVPD basis set, the OMol25 dataset).

```
66
Properties=species:S:1:pos:R:3:nbo_charge:R:1
P -1.922 -0.338 -2.743 1.343
P -0.458 -1.836 0.291 1.357
C -1.498 -2.088 -2.575 -0.762
C -1.427 -2.671 -1.138 -0.726
H -0.539 -2.291 -3.091 0.269
H -2.242 -2.690 -3.155 0.287
H -2.436 -2.975 -0.815 0.250
H -0.956 -3.659 -1.339 0.270
C 0.659 -3.394 0.447 -0.898
H 1.288 -3.341 1.345 0.249
H 1.285 -3.552 -0.440 0.240
H -0.060 -4.228 0.568 0.241
C -1.356 -2.332 1.780 -1.010
H -1.532 -3.412 1.819 0.324
H -2.274 -1.774 1.902 0.260
H -0.641 -2.084 2.595 0.269
C -1.411 -0.410 -4.566 -0.931
H -1.603 0.484 -5.166 0.252
H -1.874 -1.265 -5.083 0.235
H -0.329 -0.591 -4.627 0.232
C -3.758 -0.325 -2.757 -0.945
H -4.166 -1.043 -2.036 0.264
H -4.182 -0.609 -3.729 0.291
H -4.202 0.640 -2.494 0.277
Os -0.595 -0.156 2.025 0.338
C 2.042 -1.470 -2.336 -0.275
C 2.373 -1.006 -3.535 -0.178
C 3.019 0.457 -3.484 -0.420
C 2.180 1.576 -2.694 -0.477
C 0.765 1.522 -3.139 -0.041
C -0.444 1.199 -2.581 -0.416
C -0.562 0.529 -1.093 -0.405
C 0.466 -0.362 -0.493 -0.727
C -1.397 2.121 2.256 -0.827
H 2.494 -2.236 -1.692 0.253
H 2.256 -1.518 -4.533 0.257
H 3.024 0.772 -4.565 0.231
H 4.054 0.463 -3.055 0.255
H 2.434 1.475 -1.633 0.223
H 2.556 2.575 -2.987 0.269
H 0.607 1.921 -4.230 0.227
H -1.005 2.133 -2.478 0.281
H -1.622 -0.063 -1.005 0.157
H -0.692 1.324 -0.340 0.280
H 1.446 -0.668 -1.316 0.263
H 0.909 0.019 0.424 0.271
H -2.198 2.066 3.010 0.215
H -1.680 2.730 1.419 0.206
H -0.629 2.783 2.696 0.212
C -0.577 1.984 5.938 -0.230
C -1.402 1.122 5.203 -0.097
C -0.638 0.269 4.205 -0.351
C 0.497 0.929 3.533 -0.082
C 1.233 0.332 2.452 -0.037
C 2.438 0.913 1.986 -0.263
C 3.062 1.970 2.741 -0.161
C 2.329 2.634 3.709 -0.145
C 1.110 2.052 4.232 -0.032
C 0.596 2.523 5.442 -0.140
H -0.862 2.345 6.923 0.246
H -2.456 1.040 5.500 0.248
H -0.265 -0.481 4.922 0.271
H 2.810 0.725 0.969 0.224
H 4.115 2.313 2.530 0.252
H 2.740 3.579 4.170 0.247
H 1.104 3.349 5.913 0.240
```

energy above the lowest of the compared OMol25 structures with the same formula, charge and spin = 210.1 kcal/mol
highest occupied orbital energy (alpha / beta) = -11.595 / -13.391 eV
net charge = +2
gap between HOMO and LUMO (alpha / beta) = 5.23 / 6.23 eV
spin multiplicity = 5

(3)
# C25H39BF4I2N3O11P2S2

C25H39BF4I2N3O11P2S2 as an isolated structure (ωB97M-V with the def2-TZVPD basis set, the OMol25 dataset).

```
89
Properties=species:S:1:pos:R:3:mulliken_charge:R:1
C -2.253 1.564 2.623 -1.542
C -1.820 0.966 1.398 -0.401
C -1.315 0.174 0.009 0.504
C -2.602 0.794 -0.875 -0.227
C -4.056 0.124 -0.616 -0.987
N -1.642 -1.217 0.293 0.971
F -2.406 -1.294 1.399 -0.299
C -0.447 -2.227 0.381 -0.355
C -1.061 -3.806 0.515 -0.254
C -0.589 -4.931 1.484 -0.579
C -0.688 -6.483 0.843 -0.864
I -2.142 -7.704 2.021 0.037
P 0.210 -2.027 2.045 1.496
O 0.138 -0.530 2.997 -0.577
O -0.808 -2.732 3.356 -0.595
S 1.860 -2.788 2.816 -0.312
C 0.170 -2.016 -1.182 0.503
C -1.119 -2.243 -2.242 -1.465
I -0.719 -3.101 -4.283 0.371
C -2.473 -3.122 -2.032 0.242
C -3.551 -2.711 -3.247 -0.902
N 1.139 -3.081 -1.235 2.104
C 2.178 -3.488 -0.299 -0.023
O 3.382 -2.936 0.028 -0.427
F 2.229 -4.904 0.251 -0.266
C 1.231 -4.273 -2.052 -0.061
O 2.404 -4.630 -2.669 -0.436
F 0.338 -5.483 -2.218 -0.256
N 0.662 -0.560 -1.539 2.012
C 0.525 -0.100 -2.963 -0.780
C -0.624 0.466 -3.906 -0.524
O -0.622 1.671 -4.549 -0.471
B 2.207 -0.560 -1.782 -0.139
C 3.113 -1.510 -2.830 -0.635
O 3.255 0.392 -1.497 -0.310
C 0.216 0.564 -0.555 0.892
C -0.058 2.041 -1.179 -1.655
C 0.997 3.104 -1.738 -0.050
O 1.670 3.207 -2.884 -0.500
F 1.203 4.398 -0.960 -0.267
P 1.459 1.119 0.772 0.763
O 2.596 -0.068 1.406 -0.625
O 2.753 2.277 0.338 -0.660
S 0.895 2.446 2.113 -0.018
H -2.168 1.935 3.751 0.381
H -2.469 0.764 -2.021 0.157
H -2.768 1.959 -0.644 0.419
H -4.870 0.828 -1.129 0.420
H -4.212 -0.955 -1.083 0.036
H -4.364 0.110 0.538 0.241
H -2.240 -3.693 0.690 0.313
H -0.977 -4.390 -0.486 -0.766
H -1.385 -5.033 2.376 0.646
H 0.434 -4.970 2.009 0.021
H -1.092 -6.521 -0.243 0.326
H 0.338 -7.046 0.893 0.450
H 1.003 -0.333 3.445 0.409
H -1.703 -2.975 3.049 0.361
H -1.747 -1.221 -2.333 -0.926
H -3.116 -2.859 -1.076 -0.064
H -2.330 -4.298 -2.180 0.397
H -3.335 -1.677 -3.739 0.227
H -4.650 -2.599 -2.787 0.389
H -3.690 -3.600 -4.032 0.373
H 0.900 -0.883 -3.789 0.780
H 1.335 0.763 -3.186 0.519
H -1.590 -0.170 -4.211 0.111
H 2.473 -2.258 -3.456 0.157
H 4.012 -2.046 -2.310 0.390
H 3.618 -0.863 -3.705 0.256
H 4.038 -0.005 -0.986 0.369
H -0.849 2.189 -2.023 0.579
H -0.605 2.641 -0.290 0.780
H 2.967 0.297 2.280 0.425
H 3.400 2.353 1.090 0.405
O 0.465 4.813 4.696 -0.557
C 0.765 5.912 4.232 0.781
O 0.773 6.108 2.895 -0.342
C 0.947 7.387 2.259 -0.425
C 2.417 7.735 2.135 -0.945
C 1.214 7.023 5.135 -1.077
H 0.369 8.163 2.772 0.353
H 0.514 7.295 1.257 0.345
H 2.896 7.820 3.113 0.280
H 2.545 8.683 1.604 0.376
H 2.950 6.950 1.589 0.266
H 2.267 6.877 5.388 0.267
H 0.612 6.989 6.049 0.322
H 1.074 8.017 4.715 0.345
```

energy above the lowest of the compared OMol25 structures with the same formula, charge and spin = 485.7 kcal/mol
highest occupied orbital energy = -10.504 eV
net charge = +1
gap between HOMO and LUMO = 5.56 eV
spin multiplicity = 1